No. 1
The following is a quantum chemistry calculation of a molecular structure, C3H4Br2O at a distorted geometry, from the Open Molecules 2025 dataset.

## Properties
Energy above the lowest of the compared OMol25 structures with the same formula, charge and spin = 20.2 kcal/mol
HOMO-LUMO gap = 0.3724 hartree

Structure (XYZ):
```
10
Properties=species:S:1:pos:R:3:mulliken_charge:R:1
Br 2.013 0.519 -1.687 -0.190
Br 1.361 -1.971 0.457 -0.123
O -0.140 1.397 0.250 -0.341
C -0.446 0.207 1.021 -0.313
C 0.162 0.594 -0.883 -0.131
C -0.125 -0.673 -0.103 -0.141
H 0.172 0.087 1.940 0.288
H -1.494 0.098 1.337 0.220
H -0.578 0.873 -1.623 0.400
H -0.924 -1.132 -0.709 0.329
```

***

No. 2
The following is a quantum chemistry calculation of 2 unconnected molecules or ions with the total composition C5H12O at a distorted geometry, from the Open Molecules 2025 dataset.

## Properties
Energy above the lowest of the compared OMol25 structures with the same formula, charge and spin = 76.9 kcal/mol
HOMO-LUMO gap = 0.3773 hartree

Structure (XYZ):
```
18
Properties=species:S:1:pos:R:3:mulliken_charge:R:1
C 2.656 -0.577 -0.348 -0.738
C 2.411 0.765 -0.036 0.184
C 3.192 1.858 -0.812 -0.984
H 2.211 -1.140 0.452 0.223
H 3.148 -0.989 -1.216 0.287
H 1.916 1.169 1.005 0.195
H 2.670 2.747 -0.964 0.333
H 3.600 1.378 -1.710 0.267
H 4.010 2.308 -0.181 0.234
C -2.582 -1.764 0.120 -0.831
C -2.971 -0.371 0.866 -0.385
O -3.066 0.763 -0.205 -0.500
H -1.626 -2.160 0.652 0.204
H -2.327 -1.760 -0.911 0.326
H -3.348 -2.505 0.333 0.277
H -3.748 -0.463 1.581 0.395
H -2.140 -0.036 1.443 0.227
H -4.007 0.777 -0.069 0.285
```

***

No. 3
The following is a quantum chemistry calculation of a molecular structure, C4H8O2 at a distorted geometry, from the Open Molecules 2025 dataset.

## Properties
Energy above the lowest of the compared OMol25 structures with the same formula, charge and spin = 111.3 kcal/mol
HOMO-LUMO gap = 0.3241 hartree

Structure (XYZ):
```
14
Properties=species:S:1:pos:R:3:mulliken_charge:R:1
O -0.745 1.724 0.363 -0.447
C -0.601 0.726 -0.580 -0.549
C -0.634 -0.615 -0.009 0.174
C 0.290 -0.856 -1.147 -0.813
O 1.648 -0.179 0.695 -0.538
C 0.389 -0.605 1.180 -0.507
H -0.651 2.624 0.029 0.321
H 1.442 0.471 0.001 0.412
H -1.030 0.942 -1.555 0.386
H -1.571 -1.145 0.191 0.388
H 1.047 -1.631 -0.957 0.245
H 0.068 -0.730 -2.191 0.295
H 0.522 -1.623 1.558 0.324
H 0.091 0.060 1.995 0.308
```

***

No. 4
The following is a quantum chemistry calculation of C3H4N2 in the gas phase at a distorted geometry, from the Open Molecules 2025 dataset.

## Properties
Energy above the lowest of the compared OMol25 structures with the same formula, charge and spin = 67.3 kcal/mol
HOMO-LUMO gap = 0.3548 hartree

Structure (XYZ):
```
9
Properties=species:S:1:pos:R:3:mulliken_charge:R:1
N -2.728 0.187 -0.533 -0.342
C -1.668 -0.057 -0.143 0.116
C -0.298 -0.380 0.252 -0.269
C 1.935 0.461 -0.222 -0.299
N 0.656 0.689 -0.072 -0.148
H -0.238 -0.655 1.310 0.267
H 2.056 -0.599 0.107 0.153
H 0.022 -1.231 -0.350 0.297
H 0.261 1.584 -0.349 0.225
```

***

No. 5
The following is a quantum chemistry calculation of a molecular structure, C46H62BIrN2OS5 at a distorted geometry, from the Open Molecules 2025 dataset.

## Properties
Charge = +2
Spin multiplicity = 5
Expectation value of S² = 6.029
HOMO-LUMO gap (spin up / spin down) = 0.2690 / 0.1187 hartree

Structure (XYZ):
```
118
Properties=species:S:1:pos:R:3:mulliken_charge:R:1
Ir 0.723 -0.491 0.075 1.032
C 2.511 0.068 -2.924 -0.903
C 2.499 -1.356 -3.450 0.228
S 3.307 -2.427 -2.234 -0.096
C 2.410 -3.995 -2.430 -0.570
C 1.628 -4.282 -1.158 -0.929
S 0.375 -2.993 -0.839 -0.212
C -0.383 -3.704 0.642 -0.962
C -1.487 -2.799 1.123 -0.442
S -0.898 -1.151 1.628 -0.381
C -2.171 -0.016 -1.434 1.737
C -2.239 0.683 -2.560 -1.038
S 1.024 0.519 -1.967 -0.295
H 2.507 0.768 -3.760 0.536
H 3.405 0.251 -2.325 0.377
H 3.055 -1.423 -4.384 0.499
H 1.490 -1.712 -3.628 -0.381
H 3.141 -4.779 -2.607 0.579
H 1.756 -3.920 -3.291 0.001
H 2.305 -4.324 -0.304 0.381
H 1.073 -5.221 -1.225 0.539
H 0.386 -3.820 1.404 0.309
H -0.780 -4.688 0.375 0.628
H -1.969 -3.231 2.000 0.690
H -2.245 -2.671 0.352 -0.328
H -2.104 0.469 -0.478 -0.077
H -2.206 -1.106 -1.424 -1.067
H -2.226 1.768 -2.543 0.021
H -2.294 0.220 -3.543 0.213
C 2.356 -2.282 3.038 -1.296
C 3.567 -1.455 2.612 0.241
C 3.651 -1.200 1.109 -1.144
C 3.729 -0.175 3.403 0.310
C 4.760 -0.181 4.338 -1.133
C 5.098 0.937 5.080 -1.610
C 4.497 2.142 4.773 -0.528
C 3.477 2.207 3.832 -0.374
C 3.031 3.589 3.349 3.370
C 2.417 4.465 4.446 -1.655
C 4.245 4.307 2.739 -1.479
C 2.992 1.014 3.249 1.315
N 1.648 1.151 2.663 0.712
B 0.984 1.168 1.313 -0.679
N -0.141 2.156 1.499 0.998
C -0.274 2.352 2.817 0.159
C 0.779 1.750 3.503 -1.307
C -0.986 2.829 0.552 -0.313
C -2.385 2.752 0.694 0.599
C -3.179 3.421 -0.233 0.289
C -2.621 4.145 -1.269 -1.919
C -1.243 4.258 -1.355 -0.893
C -0.396 3.639 -0.439 0.376
C 1.048 4.172 -0.440 0.435
C 1.130 5.229 0.678 -1.323
C 2.240 3.210 -0.396 -0.490
C -3.088 2.028 1.844 0.689
C -4.289 1.180 1.405 -1.411
C -3.585 3.069 2.863 -1.846
H 2.347 -3.229 2.488 0.371
H 1.429 -1.753 2.858 0.056
H 2.413 -2.516 4.104 0.452
H 4.445 -2.056 2.848 0.731
H 4.442 -0.480 0.887 0.385
H 2.714 -0.794 0.691 -0.226
H 3.866 -2.122 0.571 0.428
H 5.312 -1.101 4.498 0.450
H 5.859 0.878 5.849 0.395
H 4.827 3.054 5.260 0.427
H 2.301 3.470 2.550 -2.125
H 3.120 4.611 5.269 0.438
H 1.501 4.033 4.857 0.323
H 2.173 5.449 4.040 0.423
H 4.971 4.575 3.508 0.450
H 3.927 5.230 2.246 0.347
H 4.750 3.676 2.003 0.332
H -1.062 2.951 3.245 0.329
H 0.955 1.766 4.569 0.741
H -4.257 3.388 -0.130 0.411
H -3.256 4.654 -1.985 0.407
H -0.812 4.895 -2.119 0.491
H 1.158 4.712 -1.381 0.713
H 0.955 4.790 1.665 0.133
H 0.376 6.001 0.517 0.425
H 2.111 5.711 0.677 0.446
H 2.156 2.434 0.366 0.001
H 3.157 3.765 -0.188 0.535
H 2.352 2.688 -1.346 0.254
H -2.383 1.357 2.331 0.128
H -5.138 1.807 1.124 0.447
H -4.611 0.553 2.239 0.473
H -4.052 0.534 0.562 0.071
H -4.432 3.624 2.452 0.450
H -2.822 3.806 3.125 0.452
H -3.919 2.574 3.779 0.442
O -0.451 -3.124 -4.090 -0.656
S -1.698 -2.663 -3.463 1.462
C -2.920 -2.481 -4.751 0.400
C -2.727 -3.160 -5.952 -0.467
C -3.709 -3.051 -6.919 -0.816
C -4.837 -2.266 -6.689 -0.506
C -5.001 -1.587 -5.484 -1.026
C -4.035 -1.685 -4.498 0.136
C -2.380 -4.039 -2.536 0.720
C -3.474 -3.821 -1.707 -0.484
C -3.968 -4.887 -0.974 -0.639
C -3.369 -6.138 -1.074 -0.548
C -2.278 -6.337 -1.918 -0.751
C -1.765 -5.280 -2.652 -0.362
H -1.839 -3.759 -6.113 0.453
H -3.595 -3.584 -7.855 0.437
H -5.594 -2.179 -7.458 0.427
H -5.879 -0.979 -5.312 0.448
H -4.148 -1.155 -3.559 0.450
H -3.945 -2.845 -1.647 0.283
H -4.819 -4.738 -0.323 0.478
H -3.758 -6.967 -0.496 0.434
H -1.825 -7.317 -2.005 0.459
H -0.915 -5.409 -3.311 0.473
```